[1]
Density functional theory data (ωB97M-V with the def2-TZVPD basis set) for C44H89BrNO20PS3 as an isolated structure at a distorted geometry.

Geometry as XYZ:
```
159
Properties=species:S:1:pos:R:3:mulliken_charge:R:1
C -3.86419 1.13835 0.65281 -0.31
C -3.30827 2.30048 1.69316 -0.55
C -2.35779 3.35011 0.82095 0.30
C -0.75060 3.07462 0.99951 -0.88
N -0.32438 1.63269 0.83591 0.41
C 1.21375 1.68283 0.90608 -0.58
C 1.59229 1.48256 2.49361 -0.31
C 3.14416 0.96762 2.61431 -0.61
C 3.16821 -0.34886 3.63892 -0.53
O 4.58151 -0.80112 3.69364 -0.31
S 4.64475 -2.36038 4.45864 0.65
O 4.48341 -2.16250 5.98886 -0.47
O 6.17895 -2.98681 4.05569 -0.25
P 6.25860 -4.71328 4.38745 0.52
O 4.64024 -5.42781 4.30427 -0.51
Br 7.43340 -5.62798 2.62094 -0.13
C -0.65705 1.06784 -0.52713 -0.36
S -0.88404 -0.64994 -0.60147 -0.13
S -0.80392 2.02769 -2.13206 -0.17
C -2.37692 1.53913 -3.02360 0.30
C -2.14955 0.95210 -4.54869 -0.16
C -3.60838 1.18076 -5.33194 -0.31
H -3.23005 0.16646 0.87898 0.13
H -3.75648 1.47115 -0.48230 -0.23
H -4.98541 0.88882 0.91523 0.33
H -4.28065 2.83760 2.11603 0.32
H -2.71245 1.85704 2.60408 0.21
H -2.56457 4.42061 1.30783 0.29
H -2.70448 3.45114 -0.30459 -0.25
H -0.18033 3.84034 0.31705 0.22
H -0.48629 3.37222 2.12466 0.31
H 1.65902 2.67987 0.46626 0.17
H 1.70324 0.79405 0.31776 0.43
H 1.48236 2.54649 3.00770 0.24
H 0.84594 0.70886 2.95687 0.28
H 3.87000 1.81702 3.02183 0.30
H 3.55653 0.63238 1.56659 0.32
H 2.42976 -1.19372 3.28420 0.38
H 2.81972 0.00864 4.70974 0.26
H 4.77128 -6.44041 4.32358 0.33
H -3.02548 2.53205 -3.14920 -0.28
H -3.03273 0.74565 -2.45651 0.22
H -1.93281 -0.20784 -4.58030 0.28
H -1.33406 1.52675 -5.16066 0.03
H -3.72956 2.35020 -5.49232 0.17
H -4.49556 0.86329 -4.60252 -0.15
H -3.65812 0.63229 -6.36452 0.36
O 4.56905 -6.06480 11.20849 -0.61
C 4.37202 -4.90290 10.86689 0.70
O 3.79023 -4.62687 9.67869 -0.40
C 3.35091 -3.31972 9.26561 -0.33
C 4.49241 -2.53160 8.65748 -0.75
C 4.85538 -3.76466 11.71901 -0.37
H 2.86353 -2.79005 10.09107 0.29
H 2.57939 -3.47905 8.50472 0.30
H 5.29568 -2.36102 9.37909 0.30
H 4.14166 -1.56051 8.29463 0.25
H 4.93386 -3.08242 7.81931 0.24
H 5.91418 -3.58785 11.51366 0.25
H 4.73135 -4.04190 12.77043 0.31
H 4.29585 -2.84082 11.58058 -0.15
O 4.18995 -1.34405 13.63739 -0.56
C 3.39954 -0.48496 13.25962 0.84
O 3.19766 -0.27157 11.94045 -0.33
C 2.16887 0.57516 11.39553 -0.42
C 2.62327 2.01927 11.35035 -1.02
C 2.71062 0.40729 14.25190 -1.13
H 1.22557 0.44511 11.93658 0.38
H 1.98812 0.22370 10.37406 0.34
H 2.83078 2.40942 12.35025 0.27
H 1.86009 2.65035 10.88452 0.37
H 3.55314 2.11007 10.77772 0.31
H 3.38277 1.22426 14.52619 0.28
H 2.47456 -0.18267 15.14294 0.31
H 1.76468 0.81404 13.89771 0.35
O 8.93500 -9.29954 -4.03080 -0.58
C 9.11956 -8.75935 -2.94469 0.85
O 8.12596 -8.06563 -2.34634 -0.35
C 8.17864 -7.55371 -1.00192 -0.40
C 8.86640 -6.20486 -0.96237 -0.65
C 10.47714 -8.78044 -2.30291 -1.10
H 8.63464 -8.28130 -0.32211 0.37
H 7.13994 -7.43664 -0.67482 0.30
H 9.90524 -6.27065 -1.29637 0.26
H 8.85476 -5.79452 0.05212 0.15
H 8.36394 -5.49933 -1.63361 0.17
H 11.09205 -7.98926 -2.73925 0.26
H 10.94013 -9.75163 -2.50333 0.32
H 10.45518 -8.67234 -1.21961 0.35
O -5.94768 0.58855 -3.36395 -0.70
C -6.94091 -0.00076 -3.77833 0.77
O -8.17154 0.53521 -3.62094 -0.32
C -9.37256 0.02090 -4.22536 -0.39
C -9.97147 -1.08649 -3.38336 -0.98
C -6.81848 -1.36892 -4.38537 -1.07
H -9.19087 -0.28597 -5.26087 0.37
H -10.07781 0.85758 -4.27214 0.28
H -9.29369 -1.93975 -3.29598 0.27
H -10.91324 -1.43612 -3.81755 0.37
H -10.16354 -0.73135 -2.36463 0.30
H -6.77777 -2.11319 -3.58607 0.28
H -5.89138 -1.40890 -4.96555 0.29
H -7.62099 -1.61817 -5.07787 0.36
O 6.71931 -4.36685 -3.71621 -0.60
C 6.19245 -5.20937 -4.43599 0.67
O 4.91343 -5.05813 -4.84554 -0.36
C 4.26515 -5.88478 -5.82975 -0.39
C 3.69820 -7.13815 -5.19602 -0.89
C 6.92614 -6.46803 -4.80044 -0.69
H 4.93828 -6.10087 -6.66621 0.36
H 3.44431 -5.28835 -6.24215 0.30
H 4.48285 -7.75940 -4.75619 0.22
H 3.15859 -7.73598 -5.93704 0.34
H 3.00987 -6.87852 -4.38386 0.29
H 6.83200 -7.18714 -3.98283 0.10
H 7.98252 -6.22300 -4.94793 0.30
H 6.58743 -6.92322 -5.72983 0.32
O 0.48977 1.11209 -8.62643 -0.58
C 1.25584 1.87086 -8.04084 0.75
O 0.77541 2.90733 -7.31876 -0.37
C 1.56852 3.73974 -6.45254 -0.32
C 2.23133 4.85640 -7.23212 -1.03
C 2.74246 1.71827 -8.18921 -0.91
H 2.28444 3.14082 -5.87965 0.38
H 0.87692 4.17333 -5.72227 0.29
H 2.92173 4.46887 -7.98593 0.27
H 2.78772 5.51866 -6.56164 0.36
H 1.47993 5.44755 -7.76760 0.31
H 3.06132 2.20043 -9.11675 0.25
H 2.97827 0.65059 -8.23596 0.30
H 3.31313 2.11889 -7.35282 0.32
O -3.55087 5.59311 0.04461 -0.59
C -4.36273 5.72771 -0.86549 0.86
O -5.09191 4.67407 -1.29519 -0.39
C -6.19086 4.76129 -2.22092 -0.50
C -5.69635 4.74087 -3.65237 -0.71
C -4.49645 7.04153 -1.58057 -1.02
H -6.82003 5.63083 -2.00297 0.45
H -6.81474 3.87862 -2.04415 0.33
H -5.05475 5.59858 -3.87087 0.27
H -6.53763 4.75125 -4.35225 0.29
H -5.09558 3.84318 -3.83687 0.09
H -3.71457 7.11706 -2.34046 0.23
H -4.37184 7.84752 -0.85079 0.36
H -5.47108 7.19661 -2.04074 0.26
O -7.53308 7.35587 -3.40826 -0.57
C -8.64938 7.18681 -3.88868 0.82
O -9.70929 6.93587 -3.08861 -0.36
C -11.07931 6.90457 -3.52948 -0.41
C -11.43809 5.54276 -4.08691 -0.97
C -8.84381 7.16413 -5.37765 -1.08
H -11.28386 7.71755 -4.23424 0.37
H -11.69340 7.10328 -2.64461 0.31
H -10.83721 5.29439 -4.96573 0.27
H -12.49483 5.50669 -4.36921 0.38
H -11.24533 4.76181 -3.34275 0.28
H -8.59013 6.17106 -5.75702 0.23
H -8.17476 7.90525 -5.82581 0.34
H -9.85019 7.43200 -5.69568 0.36
```

The calculation puts the strongest force on any atom at 5.71 eV/A. The calculation puts the electronic energy at -7399.1339 hartree.


[2]
Density functional theory data (ωB97M-V with the def2-TZVPD basis set) for C44H90Br20ClINO5P2 as an isolated structure at a distorted geometry.

Geometry as XYZ:
```
164
Properties=species:S:1:pos:R:3:mulliken_charge:R:1
C 6.01000 -5.62624 3.62882 -0.96
C 7.28468 -4.81452 3.85075 -0.53
C 8.36975 -5.12280 2.80620 -0.88
C 8.53312 -4.00174 1.75685 -0.99
C 7.90687 -4.40379 0.39458 1.13
C 8.93976 -4.67007 -0.69537 -1.79
C 8.31456 -4.86541 -2.08224 0.17
C 7.81730 -6.32844 -2.25810 -1.12
C 6.33228 -6.48618 -2.60417 -0.93
C 5.39995 -5.67409 -1.70976 1.03
C 3.97743 -6.26132 -1.59577 -1.44
C 3.30988 -5.70110 -0.32416 -1.59
C 3.07500 -4.18722 -0.48435 -0.80
C 3.86132 -3.48013 0.61585 -1.31
N 3.92272 -2.03618 0.27676 0.27
C 2.61524 -1.33316 0.14594 -1.24
C 2.93593 -0.08722 -0.68935 -0.57
C 3.93513 0.86631 -0.00898 -0.84
C 3.70598 1.09364 1.48289 0.12
C 4.68706 2.15727 1.97360 -1.03
O 6.02934 1.78896 1.68023 -0.53
C 1.51558 -2.13402 -0.57700 -1.03
C 0.07896 -1.61529 -0.34724 -0.12
C -0.10715 -0.19966 0.22635 -0.60
C -1.31843 -0.24110 1.17655 -1.98
I -0.70960 1.20633 -1.31927 0.06
C 1.59659 -3.70394 -0.39646 2.39
P 0.91918 -4.37532 1.21976 -0.10
O -0.66747 -4.58681 0.82182 0.07
Cl 0.91926 -2.79486 2.60959 -0.29
P 0.72474 -4.43285 -1.83772 0.80
O 1.42988 -4.11708 -3.05799 -0.83
O 0.65478 -6.03374 -1.66586 -0.61
O -0.78216 -3.92241 -1.89270 -0.63
H 5.66532 -5.60832 2.59451 -0.02
H 6.12494 -6.66047 3.93175 0.40
H 5.21713 -5.19523 4.23637 0.37
H 7.03744 -3.75705 3.87175 0.38
H 7.67377 -5.07554 4.83112 0.29
H 8.18020 -6.08559 2.34101 0.56
H 9.32554 -5.21256 3.31352 0.40
H 7.99737 -3.12955 2.12109 0.32
H 9.57620 -3.74847 1.60998 0.58
H 7.24212 -3.60571 0.05265 -0.12
H 7.34603 -5.31675 0.56830 -0.15
H 9.66495 -3.85896 -0.68421 0.60
H 9.48018 -5.57831 -0.44196 0.27
H 7.56801 -4.10591 -2.30091 0.16
H 9.14236 -4.72658 -2.77540 0.14
H 8.05174 -6.91330 -1.37076 0.49
H 8.37731 -6.77094 -3.07492 0.43
H 6.19860 -6.17544 -3.63576 0.26
H 6.04832 -7.53271 -2.53125 0.44
H 5.29452 -4.69053 -2.17311 0.26
H 5.81899 -5.50546 -0.72626 -0.86
H 4.08193 -7.33904 -1.53929 0.65
H 3.41086 -5.93794 -2.46250 0.40
H 4.05301 -5.82443 0.45983 0.58
H 2.43029 -6.25876 -0.03973 0.73
H 3.45726 -3.80532 -1.42709 1.08
H 4.87985 -3.85007 0.55452 -0.34
H 3.52896 -3.68303 1.62789 0.22
H 4.51190 -1.94186 -0.55271 0.73
H 4.44285 -1.55656 1.01620 0.76
H 2.27477 -1.07164 1.13716 0.65
H 3.44084 -0.48816 -1.57182 0.63
H 2.04658 0.40124 -1.05785 0.08
H 4.94158 0.50170 -0.18743 0.18
H 3.88384 1.83264 -0.50146 0.67
H 3.91101 0.20336 2.08848 0.22
H 2.67693 1.38533 1.67604 0.06
H 4.58871 2.28880 3.04874 0.44
H 4.48757 3.09456 1.47170 0.34
H 6.29192 1.11817 2.32587 0.32
H 1.72706 -1.99779 -1.63860 1.00
H -0.40799 -1.63687 -1.31006 0.87
H -0.52554 -2.27849 0.25818 -0.69
H 0.70913 0.19668 0.81165 0.12
H -2.16836 -0.67835 0.66964 0.54
H -1.02769 -0.80159 2.06285 0.29
H -1.53028 0.77832 1.47667 0.76
H -1.19186 -4.52222 1.64367 0.04
H -0.13057 -6.24418 -1.13056 0.48
H -1.38487 -4.49905 -1.39528 0.36
Br 10.79974 -2.82543 -5.07372 -0.14
C 9.23201 -2.27690 -6.08570 -0.59
C 8.01177 -3.01816 -5.61962 -0.39
Br 7.98763 -4.84040 -6.29882 -0.11
H 9.45194 -2.44292 -7.13482 0.39
H 9.12952 -1.20940 -5.90340 0.35
H 7.10576 -2.55698 -6.00792 0.41
H 7.94979 -3.08110 -4.53770 0.10
Br -0.38077 6.57739 2.65263 -0.16
C -0.75380 5.94278 0.84996 -0.50
C -0.21878 4.55564 0.62272 -0.35
Br 1.71520 4.55284 0.34586 -0.14
H -0.33579 6.67517 0.16815 0.43
H -1.83866 5.94722 0.76270 0.22
H -0.63457 4.13615 -0.28944 0.07
H -0.41786 3.88328 1.45081 0.39
Br -2.73927 -3.58003 1.11937 0.07
C -3.61163 -2.31658 2.31936 -0.63
C -5.10790 -2.32786 2.15153 -0.67
Br -5.57104 -1.41118 0.50465 -0.15
H -3.18202 -1.34420 2.09956 0.19
H -3.32697 -2.62003 3.32510 0.51
H -5.58306 -1.77474 2.95855 0.43
H -5.53603 -3.32308 2.09492 0.41
Br -2.50865 9.02629 0.24468 -0.14
C -3.21851 9.76438 1.90025 -0.60
C -3.78764 8.69029 2.78616 -0.39
Br -5.52435 8.08961 2.14650 -0.06
H -3.95406 10.51086 1.61952 0.40
H -2.37463 10.25015 2.38485 0.37
H -3.96757 9.07872 3.78672 0.33
H -3.15292 7.81211 2.84970 0.16
Br -4.01089 2.12527 0.09197 -0.08
C -5.36246 2.70952 -1.18223 -0.61
C -5.04598 4.08498 -1.70257 -0.58
Br -5.44874 5.45379 -0.38361 -0.09
H -6.31843 2.65476 -0.67122 0.33
H -5.34250 1.98057 -1.98978 0.39
H -5.66635 4.31631 -2.56670 0.32
H -4.00035 4.20757 -1.96545 0.34
Br -11.25758 7.35918 1.95458 -0.16
C -9.57922 6.50749 2.45456 -0.20
C -8.71307 6.25493 1.25249 -0.45
Br -9.33083 4.72637 0.21789 -0.12
H -9.83432 5.59941 2.99068 0.44
H -9.09375 7.20560 3.13375 -0.02
H -7.69951 6.00010 1.55813 0.10
H -8.68174 7.09897 0.57007 0.35
Br -8.12186 7.32296 -2.27953 -0.07
C -9.83664 7.93985 -2.95921 -0.29
C -10.95455 7.02828 -2.52841 -0.33
Br -10.97285 5.37692 -3.55900 -0.11
H -9.73662 8.01299 -4.03572 -0.01
H -9.97463 8.93470 -2.54102 0.35
H -11.91935 7.49560 -2.71300 0.37
H -10.88672 6.74051 -1.48314 0.06
Br -8.17873 3.79907 -6.06666 -0.11
C -9.54610 4.30274 -7.35763 -0.60
C -9.26873 5.65398 -7.95944 -0.56
Br -9.71714 7.08647 -6.72330 -0.08
H -10.49836 4.26153 -6.83901 0.34
H -9.51593 3.53129 -8.12372 0.35
H -9.89742 5.81966 -8.83133 0.34
H -8.22805 5.78811 -8.23432 0.38
Br -7.55694 10.65098 3.83570 -0.14
C -7.70651 10.56315 5.77366 -0.57
C -7.55664 9.15114 6.27334 -0.52
Br -9.17015 8.10718 5.96688 -0.12
H -8.66142 11.00510 6.03728 0.38
H -6.90193 11.18879 6.15363 0.33
H -7.40956 9.14199 7.35106 0.35
H -6.74220 8.61920 5.79188 0.27
Br -3.85585 -7.46933 1.35546 -0.12
C -2.10939 -8.22964 1.74887 -0.52
C -1.51785 -7.64671 3.00339 -0.73
Br -0.81784 -5.84990 2.70487 0.13
H -1.48957 -8.06147 0.87454 0.22
H -2.28000 -9.29659 1.87155 0.39
H -0.66514 -8.23705 3.33089 0.39
H -2.23470 -7.56808 3.81346 0.42
```

The charge is +1. The calculation puts the strongest force on any atom at 7.42 eV/A. The calculation puts the electronic energy at -55082.1609 hartree.